Molecular formula: C24H50N7O7P3S2V
Method: DFT, ωB97M-V/def2-TZVPD

XYZ file:
```
94
Properties=species:S:1:pos:R:3:mulliken_charge:R:1
V 0.1195 0.5248 0.7500 -0.145
C -0.4258 2.7964 5.9469 -0.787
S -1.7351 2.1035 4.9204 -0.051
C -0.8821 1.7344 3.4306 0.548
S -1.8767 1.0157 2.2236 -0.600
N 0.4071 1.9453 3.4346 -1.758
N 1.0120 1.5414 2.2733 1.472
C 2.2843 1.7046 2.2036 -0.929
C 2.9488 1.2508 0.9902 0.878
C 4.2877 1.5141 0.7264 -1.010
C 4.8268 1.0984 -0.4768 -0.724
C 4.0197 0.4241 -1.3809 -0.854
C 2.7013 0.1850 -1.0355 -0.581
N 2.1793 0.5729 0.1203 1.536
H -0.8995 3.0704 6.8887 0.336
H 0.0023 3.6776 5.4764 0.246
H 0.3592 2.0660 6.1239 0.233
H 2.8273 2.1967 3.0041 0.370
H 4.8756 2.0680 1.4453 0.524
H 5.8598 1.3129 -0.7163 0.412
H 4.3950 0.1035 -2.3423 0.479
H 2.0198 -0.3211 -1.7080 0.368
C -1.4503 -4.3974 3.2158 -0.961
N -0.7689 -3.1175 3.1529 0.645
C -0.7647 -2.3522 4.3983 -0.799
P 0.2650 -2.6720 1.9657 -1.112
O 0.4862 -1.2207 1.9465 0.144
O -0.5128 -3.2590 0.6688 0.453
P -0.7035 -2.5000 -0.7515 -1.995
O -0.3869 -1.0617 -0.7126 0.937
N -2.2614 -2.7144 -1.1835 0.585
C -2.8180 -4.0464 -1.3272 -1.102
C -3.2397 -1.6370 -1.0544 -0.586
N 0.3111 -3.3534 -1.7206 0.802
C 0.6982 -4.7410 -1.5463 -0.863
C 0.3979 -2.8768 -3.0984 -0.803
N 1.7079 -3.4650 1.9474 0.905
C 1.7680 -4.8963 2.1805 -1.107
C 2.9599 -2.7516 2.1698 -0.570
H -2.4575 -4.2433 3.6080 0.352
H -0.9351 -5.1092 3.8699 0.275
H -1.5416 -4.8304 2.2215 0.210
H -1.7919 -2.2610 4.7534 0.358
H -0.3876 -1.3488 4.2140 0.000
H -0.1643 -2.8415 5.1720 0.255
H -2.0258 -4.7951 -1.3497 0.243
H -3.3866 -4.1240 -2.2566 0.339
H -3.4854 -4.2837 -0.4926 0.336
H -2.7320 -0.6949 -0.8658 -0.064
H -3.9303 -1.8411 -0.2311 0.283
H -3.8099 -1.5506 -1.9814 0.243
H 0.6714 -5.0129 -0.4954 0.108
H 1.7212 -4.8692 -1.9066 0.319
H 0.0550 -5.4230 -2.1141 0.330
H 0.1015 -1.8308 -3.1507 0.034
H -0.2448 -3.4596 -3.7664 0.344
H 1.4302 -2.9584 -3.4441 0.373
H 0.8201 -5.3711 1.9259 0.315
H 1.9982 -5.1301 3.2257 0.273
H 2.5440 -5.3396 1.5523 0.338
H 2.8246 -1.6966 1.9470 -0.100
H 3.7263 -3.1566 1.5053 0.298
H 3.3024 -2.8593 3.2037 0.272
C -0.7818 4.7548 0.6957 -1.461
C -1.4587 4.7431 -0.6699 1.747
C -2.7820 3.9887 -0.6122 -1.354
C -1.6617 6.1634 -1.1754 -1.934
O -0.6220 4.1207 -1.6827 -0.004
P 0.3972 2.9184 -1.3696 -0.330
O 1.6604 3.3426 -0.7357 -0.924
O -0.4182 1.8433 -0.6627 1.544
O 0.7345 2.4115 -2.8559 -0.446
C -0.1721 2.0049 -3.8982 2.093
C -0.5685 3.2368 -4.7020 -1.674
C -1.4076 1.2849 -3.3676 -1.396
C 0.6556 1.0547 -4.7565 -1.744
H -1.4136 5.3054 1.3959 0.515
H 0.1960 5.2323 0.6390 0.337
H -0.6558 3.7432 1.0810 -0.014
H -3.4667 4.4792 0.0819 0.500
H -2.6141 2.9680 -0.2723 -0.034
H -3.2441 3.9701 -1.6021 0.295
H -2.3127 6.7168 -0.4968 0.409
H -2.1190 6.1506 -2.1658 0.378
H -0.7028 6.6774 -1.2430 0.418
H -1.1128 3.9394 -4.0732 0.187
H -1.1990 2.9466 -5.5448 0.414
H 0.3228 3.7348 -5.0853 0.371
H -2.0291 1.9525 -2.7729 0.046
H -1.1232 0.4451 -2.7332 0.128
H -1.9934 0.9199 -4.2156 0.611
H 1.5679 1.5517 -5.0870 0.405
H 0.0902 0.7321 -5.6325 0.404
H 0.9378 0.1746 -4.1741 0.242
```

Values from the calculation:
E_HOMO (spin up / spin down): -6.07 / -7.33 eV
2S+1: 4
relative energy (zero: lowest compared OMol25 entry of this formula, charge and spin): 0.0 kJ/mol
gap between HOMO and LUMO (spin up / spin down): 6.20 / 7.43 eV
E_tot: -4619.3505 hartree

Molecular formula: C24H51BO25S6
Method: DFT, ωB97M-V/def2-TZVPD

XYZ file:
```
107
Properties=species:S:1:pos:R:3:mulliken_charge:R:1
B -4.9467 3.9691 2.5113 0.306
C -3.6430 3.0930 2.0031 -0.095
C -4.0050 1.9912 0.8143 0.173
C -3.2814 2.4294 -0.5897 -0.548
C -2.2580 1.3176 -1.2241 0.010
C -1.3197 0.5298 -0.1359 1.237
C -0.6504 1.4736 1.0243 0.685
C 1.0159 1.4430 1.0352 0.145
C 1.6998 2.5354 0.0194 -0.523
C 1.7541 4.0819 0.6479 -0.382
C 0.3639 4.8504 0.2431 0.531
C 0.5424 6.4052 -0.2442 -0.653
O -0.8177 6.9828 -0.3487 -0.365
C -1.3142 7.4082 0.9926 -0.479
H -4.7754 4.6292 3.4970 -0.090
H -5.9820 4.0127 1.9291 -0.074
H -2.8645 3.8855 1.5741 -0.408
H -3.1585 2.5441 2.9160 0.169
H -3.7803 0.8853 1.1316 -0.318
H -5.1771 2.0616 0.6575 0.427
H -4.1599 2.5653 -1.3864 0.331
H -2.7244 3.4641 -0.5597 0.097
H -2.9483 0.4855 -1.7309 0.224
H -1.6712 1.8172 -2.1142 -0.048
H -1.8656 -0.3835 0.3636 -0.963
H -0.4081 0.0713 -0.7559 -0.415
H -1.0350 2.5780 1.0565 -0.772
H -0.9642 0.9903 2.0698 0.190
H 1.4359 1.6504 2.1224 -0.533
H 1.3566 0.3674 0.7055 0.362
H 2.8457 2.2219 -0.0946 0.320
H 1.2233 2.5289 -1.0647 0.099
H 1.8302 4.0355 1.8189 0.091
H 2.6799 4.6757 0.2264 0.339
H -0.3351 4.7992 1.2084 0.005
H -0.1572 4.1780 -0.5935 -0.224
H 1.2060 7.0031 0.5136 0.335
H 0.9939 6.3941 -1.3369 0.278
H -0.5003 7.3538 1.8335 0.293
H -2.2434 6.7699 1.3548 0.073
H -1.7383 8.5080 0.8287 0.232
O -4.6222 -2.0272 2.0438 -0.636
S -3.9480 -2.3004 0.7941 1.084
O -3.8766 -1.3451 -0.2870 -0.410
O -4.5196 -3.7091 0.2053 -0.360
C -3.4423 -4.6310 0.0481 -0.387
C -2.4105 -4.2358 1.1012 -0.038
O -2.4361 -2.8107 1.1324 -0.196
H -3.0385 -4.5139 -0.9627 0.257
H -3.7959 -5.6569 0.1812 0.341
H -1.4085 -4.5983 0.8592 0.031
H -2.6996 -4.6006 2.0925 0.270
O -0.2534 -3.0472 -2.2823 -0.523
S 0.4644 -1.9917 -2.9618 1.075
O 1.6498 -1.3699 -2.4190 -0.581
O -0.6019 -0.8225 -3.3541 -0.159
C -0.5930 -0.6253 -4.7670 -0.137
C -0.1931 -1.9718 -5.3642 -0.425
O 0.7939 -2.4947 -4.4780 -0.323
H 0.1497 0.1449 -4.9987 0.215
H -1.5769 -0.2964 -5.1122 0.205
H 0.2088 -1.8759 -6.3757 0.320
H -1.0401 -2.6659 -5.3737 0.285
O 2.6903 -0.8591 7.5138 -0.536
S 3.4081 0.1964 6.8342 1.079
O 4.5935 0.8182 7.3771 -0.547
O 2.3419 1.3656 6.4419 -0.373
C 2.3507 1.5629 5.0291 -0.174
C 2.7507 0.2164 4.4318 -0.170
O 3.7376 -0.3066 5.3180 -0.358
H 3.0934 2.3330 4.7973 0.302
H 1.3669 1.8917 4.6838 0.256
H 3.1526 0.3122 3.4204 0.341
H 1.9036 -0.4777 4.4223 0.235
O 2.1597 -2.2175 3.2044 -0.542
S 1.5454 -3.4493 3.6478 1.091
O 0.6167 -3.5126 4.7523 -0.615
O 2.7263 -4.5447 3.8991 -0.374
C 2.5018 -5.6845 3.0710 -0.136
C 1.7528 -5.1596 1.8490 -0.439
O 0.8598 -4.1702 2.3552 -0.146
H 1.8896 -6.3979 3.6321 0.281
H 3.4520 -6.1540 2.8026 0.159
H 1.2016 -5.9465 1.3286 0.413
H 2.4369 -4.6701 1.1478 0.316
O 4.9168 -8.0692 1.4611 -0.539
S 4.2077 -7.3690 0.4133 1.020
O 2.7832 -7.1320 0.4494 -0.477
O 4.5814 -8.0704 -1.0102 -0.314
C 5.1656 -7.1014 -1.8790 -0.353
C 5.8404 -6.0852 -0.9616 -0.348
O 4.9609 -5.9461 0.1520 -0.233
H 4.3623 -6.6360 -2.4593 0.274
H 5.8757 -7.5785 -2.5597 0.316
H 5.9975 -5.1214 -1.4517 0.318
H 6.7981 -6.4647 -0.5901 0.295
O -2.3680 1.3361 -7.1200 -0.552
S -1.4426 2.4291 -6.9192 1.104
O -0.1340 2.4746 -7.5291 -0.560
O -1.2763 2.6662 -5.3149 -0.200
C -1.6556 4.0024 -4.9897 -0.220
C -2.6856 4.4017 -6.0430 -0.419
O -2.2192 3.8225 -7.2595 -0.311
H -0.7637 4.6343 -5.0513 0.258
H -2.0630 4.0472 -3.9762 0.269
H -2.7801 5.4856 -6.1434 0.328
H -3.6668 3.9704 -5.8181 0.313
```

Values from the calculation:
E_HOMO: -9.67 eV
SMILES string: BCCCCCCCCCCCOC.O=S1(=O)OCCO1.O=S1(=O)OCCO1.O=S1(=O)OCCO1.O=S1(=O)OCCO1.O=S1(=O)OCCO1.O=S1(=O)OCCO1
gap between HOMO and LUMO: 9.70 eV
E_tot: -5239.6304 hartree

Molecular formula: C24H51InN2O3S2
Method: DFT, ωB97M-V/def2-TZVPD

XYZ file:
```
83
Properties=species:S:1:pos:R:3:mulliken_charge:R:1
C 3.8180 -3.4162 1.3282 -0.453
C 2.7200 -4.0554 0.7087 -0.687
In 0.9661 -3.0333 -0.2629 1.139
O 1.1499 -3.4163 -2.3315 -0.844
C -0.9251 -3.9488 0.5239 -1.310
C -2.2228 -3.2433 0.0026 -0.567
C -2.3593 -1.7638 0.5295 0.438
C -3.8587 -1.3050 0.5567 -1.397
N -4.0891 -0.2541 -0.4783 0.654
C -4.6662 0.9704 0.1225 -1.395
C -3.4576 1.7578 0.7867 -0.283
C -3.2168 3.0522 -0.0672 0.016
C -2.0035 3.8412 0.5793 -0.986
C -4.9642 -0.7832 -1.5107 -0.158
S -6.6152 -0.6364 -1.4758 -0.195
S -4.0809 -1.6573 -2.8711 -0.148
C -3.8948 -0.4653 -4.2621 -0.874
C -3.6460 1.0141 -3.8185 -0.054
C -2.0936 1.3393 -3.6596 -0.614
O 1.0096 -0.9349 -0.0863 -0.816
C 1.4815 -0.3560 -1.3142 -0.151
C 2.0844 1.0425 -0.8918 0.756
C 0.9239 2.0338 -0.5518 -1.101
C 3.1829 1.5821 -1.8768 -1.384
C 2.7088 2.5919 -2.9727 0.604
C 2.5944 4.0872 -2.4547 -1.423
C 1.4325 2.1357 -3.7741 -1.148
H 3.8157 -3.0483 2.3805 0.097
H 4.7771 -3.2802 0.7706 0.248
H 2.7608 -5.1773 0.6607 0.268
H 0.2549 -3.3866 -2.6793 0.216
H -0.9619 -5.0063 0.1516 0.382
H -0.9581 -4.0246 1.6421 0.334
H -3.1097 -3.8065 0.3974 0.461
H -2.2924 -3.2909 -1.1075 0.064
H -1.9013 -1.7365 1.5436 0.237
H -1.7274 -1.1337 -0.1393 -0.085
H -4.5003 -2.1854 0.3398 0.657
H -4.1466 -0.9294 1.5647 0.290
H -5.4551 0.7215 0.8733 0.368
H -5.1214 1.6257 -0.6545 0.684
H -3.6930 2.0375 1.8355 0.261
H -2.5525 1.1090 0.7759 0.097
H -2.9953 2.7166 -1.1018 -0.184
H -4.1084 3.7047 0.0162 0.410
H -2.3654 4.8271 0.9580 0.361
H -1.1939 4.0549 -0.1557 0.118
H -1.6218 3.2774 1.4570 0.291
H -3.0598 -0.7891 -4.9191 0.473
H -4.8241 -0.5214 -4.8726 0.366
H -4.1290 1.2893 -2.8582 -0.065
H -4.0620 1.7135 -4.5829 0.463
H -1.8387 2.1920 -4.3211 0.323
H -1.8810 1.5731 -2.5911 -0.161
H -1.4876 0.4433 -3.9074 0.351
H 0.6740 -0.2575 -2.0732 -0.330
H 2.3241 -1.0080 -1.6511 0.530
H 2.6022 0.8277 0.0766 0.266
H 0.1821 2.0591 -1.3821 -0.211
H 0.3792 1.6048 0.3240 0.482
H 1.2517 3.0605 -0.2896 0.373
H 4.0517 1.9785 -1.2954 0.358
H 3.5854 0.6908 -2.4248 0.359
H 3.5303 2.6303 -3.7328 0.585
H 1.5384 4.3924 -2.3105 0.262
H 3.1738 4.7862 -3.0971 0.338
H 3.0781 4.1464 -1.4476 0.320
H 1.3244 1.0366 -3.8474 0.206
H 0.5109 2.6473 -3.4149 0.115
H 1.5764 2.5106 -4.8197 0.430
C 4.3364 -3.4047 6.4949 -1.109
C 4.7983 -2.1953 5.7559 0.522
O 5.2677 -2.1737 4.6603 -0.423
N 4.7449 -0.8756 6.4080 -0.091
C 3.8012 0.0733 5.7214 -0.857
H 4.5679 -4.2901 5.9083 0.336
H 4.8503 -3.4729 7.4574 0.402
H 3.2567 -3.3528 6.6572 0.347
H 4.5470 -0.9592 7.4067 0.373
H 5.6832 -0.4946 6.2442 0.377
H 3.8545 1.0245 6.2468 0.350
H 2.7931 -0.3320 5.7811 0.359
H 4.1163 0.1991 4.6887 0.387
```

Values from the calculation:
E_HOMO: -5.22 eV
gap between HOMO and LUMO: 2.99 eV
E_tot: -2266.3922 hartree